DFT (ωB97M-V/def2-TZVPD) results for C64H144N4O42S11 as an isolated structure at a distorted geometry.

Geometry (Å):
C -1.299 3.381 -3.223
C -2.364 4.263 -3.961
O -2.320 5.523 -3.310
S -0.853 5.652 -2.750
O -0.928 6.531 -1.656
O -0.016 5.765 -3.926
O -0.796 4.147 -2.177
H -0.518 3.155 -3.950
H -1.819 2.494 -2.886
H -3.357 3.943 -3.820
H -2.135 4.428 -5.009
C -5.860 0.125 1.841
C -4.623 0.760 2.572
O -4.394 -0.114 3.674
S -4.836 -1.602 3.191
O -5.178 -2.341 4.375
O -3.910 -2.141 2.226
O -6.136 -1.069 2.489
H -5.596 -0.174 0.832
H -6.738 0.777 1.837
H -4.843 1.745 2.987
H -3.721 0.784 1.981
C -2.044 -3.529 -4.377
C -3.291 -4.085 -3.741
O -3.386 -5.391 -4.323
S -1.937 -6.016 -4.409
O -1.840 -6.601 -5.672
O -1.612 -6.771 -3.265
O -1.219 -4.587 -4.438
H -1.654 -2.811 -3.704
H -2.246 -3.044 -5.314
H -4.155 -3.423 -3.932
H -3.201 -4.226 -2.694
C 4.951 -1.830 -1.227
C 5.430 -1.933 0.126
O 5.026 -0.721 0.841
S 3.574 -0.296 0.226
O 3.639 1.122 0.007
O 2.600 -0.928 1.033
O 3.767 -1.024 -1.141
H 4.594 -2.735 -1.640
H 5.685 -1.298 -1.815
H 6.514 -1.959 0.178
H 4.876 -2.820 0.600
C 3.022 -0.272 -6.151
C 1.818 -0.131 -7.110
O 0.914 0.516 -6.289
S 0.899 -0.211 -4.904
O 0.136 -1.433 -4.872
O 0.669 0.857 -3.967
O 2.471 -0.557 -4.923
H 3.533 0.656 -6.132
H 3.672 -1.111 -6.445
H 1.372 -1.070 -7.438
H 2.060 0.482 -7.938
C -2.046 -4.710 -0.410
C -3.211 -5.520 0.201
C -3.013 -5.668 1.723
C -4.234 -6.179 2.453
C -5.456 -5.361 2.238
C -5.622 -5.158 0.708
N -4.382 -4.725 0.074
O -4.702 -4.611 -1.313
C -6.306 -6.512 0.135
C -6.580 -3.939 0.510
C -3.239 -6.877 -0.474
H -1.977 -4.947 -1.493
H -1.053 -4.948 0.023
H -2.273 -3.648 -0.394
H -2.212 -6.406 1.924
H -2.628 -4.684 2.086
H -3.962 -6.120 3.504
H -4.400 -7.203 2.192
H -5.283 -4.326 2.715
H -6.349 -5.882 2.634
H -5.977 -6.759 -0.859
H -6.114 -7.370 0.802
H -7.390 -6.495 0.207
H -6.060 -3.041 0.794
H -7.018 -3.877 -0.475
H -7.405 -3.970 1.235
H -3.160 -6.877 -1.565
H -4.170 -7.360 -0.211
H -2.410 -7.452 -0.105
H -4.978 -5.479 -1.612
C 4.688 6.526 1.932
C 3.854 7.122 0.750
C 2.518 7.794 1.077
C 2.785 9.105 1.875
C 3.548 10.041 0.977
C 4.963 9.464 0.615
N 4.681 8.153 0.034
O 5.906 7.593 -0.403
C 5.468 10.325 -0.507
C 6.033 9.490 1.688
C 3.683 6.050 -0.379
H 4.562 6.977 2.926
H 5.719 6.683 1.613
H 4.459 5.470 2.029
H 2.002 8.111 0.131
H 1.866 7.060 1.569
H 3.373 9.034 2.802
H 1.809 9.559 2.067
H 3.693 10.997 1.449
H 2.943 10.150 0.051
H 5.429 11.349 -0.143
H 6.553 10.107 -0.589
H 4.987 10.246 -1.455
H 6.984 9.295 1.183
H 6.063 10.519 2.122
H 5.952 8.854 2.565
H 3.690 6.530 -1.408
H 2.790 5.456 -0.260
H 4.572 5.406 -0.352
H 6.009 7.807 -1.330
C 2.608 3.357 5.130
C 1.499 3.187 4.087
C 0.481 2.107 4.693
C -0.803 2.170 3.899
C -1.453 3.573 3.757
C -0.486 4.712 3.426
N 0.835 4.487 4.103
O 1.717 5.543 3.548
C -0.418 4.756 1.872
C -1.020 6.021 4.041
C 2.029 2.595 2.787
H 2.851 2.403 5.595
H 2.260 4.025 5.923
H 3.548 3.729 4.689
H 0.999 1.175 4.477
H 0.384 2.271 5.781
H -1.659 1.526 4.222
H -0.596 1.829 2.874
H -1.954 3.691 4.744
H -2.183 3.380 2.989
H 0.409 5.281 1.408
H -0.424 3.696 1.529
H -1.316 5.259 1.475
H -2.021 6.311 3.635
H -1.089 5.921 5.134
H -0.390 6.854 3.790
H 2.501 3.279 2.071
H 1.238 2.142 2.133
H 2.738 1.801 3.129
H 2.134 5.861 4.371
C 1.258 -7.741 1.681
C 2.270 -6.653 1.411
C 1.562 -5.374 0.934
C 2.456 -4.155 0.890
C 2.985 -4.000 2.304
C 3.817 -5.191 2.851
N 2.850 -6.329 2.731
O 3.534 -7.549 3.145
C 5.152 -5.284 2.087
C 4.140 -5.144 4.354
C 3.258 -7.095 0.314
H 1.589 -8.764 1.778
H 0.475 -7.731 0.878
H 0.799 -7.481 2.630
H 1.198 -5.740 -0.044
H 0.616 -5.168 1.436
H 1.936 -3.234 0.629
H 3.212 -4.222 0.120
H 2.122 -3.857 2.941
H 3.637 -3.166 2.473
H 5.886 -4.621 2.500
H 5.547 -6.325 2.174
H 5.202 -5.027 1.028
H 3.325 -5.390 5.004
H 5.001 -5.685 4.698
H 4.210 -4.058 4.585
H 4.180 -6.511 0.200
H 2.781 -7.086 -0.674
H 3.577 -8.089 0.543
H 3.296 -7.847 4.026
O -5.175 3.923 1.608
S -4.982 3.482 0.264
O -4.982 2.091 -0.011
O -6.093 4.211 -0.570
C -7.094 3.501 -1.281
C -8.191 4.568 -1.503
C -3.607 4.340 -0.521
H -7.564 2.708 -0.698
H -6.606 3.107 -2.166
H -8.495 4.864 -0.488
H -9.018 4.277 -2.208
H -7.700 5.433 -2.023
H -3.694 5.403 -0.310
H -3.739 4.164 -1.587
H -2.637 4.000 -0.232
O 3.947 -3.621 -6.491
S 4.561 -3.479 -5.206
O 4.954 -2.184 -4.813
O 3.537 -4.112 -4.126
C 2.144 -3.711 -4.115
C 1.773 -3.298 -2.725
C 5.802 -4.702 -4.961
H 1.532 -4.599 -4.427
H 1.931 -2.904 -4.827
H 0.656 -3.109 -2.853
H 2.252 -2.371 -2.364
H 1.843 -4.071 -1.944
H 6.211 -4.484 -3.968
H 6.557 -4.451 -5.695
H 5.462 -5.694 -5.136
O -0.702 -0.431 -1.430
S -0.737 0.658 -0.524
O -1.986 1.365 -0.482
O -0.254 0.287 0.925
C -1.007 -0.866 1.649
C -0.129 -1.632 2.569
C 0.558 1.833 -0.857
H -1.344 -1.410 0.816
H -1.728 -0.372 2.180
H 0.308 -0.856 3.223
H 0.762 -2.122 2.122
H -0.747 -2.391 3.071
H 1.318 1.491 -0.197
H 0.383 2.859 -0.597
H 0.774 1.673 -1.913
O 3.690 3.248 -6.399
S 2.584 3.990 -5.900
O 1.293 3.529 -6.171
O 2.606 3.862 -4.316
C 3.747 4.118 -3.513
C 3.609 3.295 -2.260
C 2.919 5.647 -6.150
H 3.757 5.222 -3.368
H 4.639 3.718 -4.009
H 4.595 3.057 -1.795
H 3.187 2.274 -2.370
H 2.964 3.792 -1.575
H 2.613 5.779 -7.159
H 3.918 5.720 -5.784
H 2.324 6.169 -5.383
O -5.620 0.206 -5.527
S -4.633 0.373 -4.504
O -4.307 1.689 -4.093
O -5.186 -0.406 -3.214
C -4.699 -0.113 -1.776
C -4.162 -1.481 -1.249
C -3.096 -0.554 -4.817
H -5.600 0.198 -1.249
H -3.960 0.651 -1.736
H -3.164 -1.714 -1.683
H -4.820 -2.332 -1.346
H -3.914 -1.378 -0.197
H -3.357 -1.581 -5.011
H -2.510 -0.464 -3.888
H -2.441 -0.185 -5.558
O -1.546 -5.426 7.496
S -1.127 -5.429 6.106
O -1.813 -6.247 5.167
O -1.130 -3.940 5.622
C -2.477 -3.307 5.367
C -2.569 -2.157 6.310
C 0.588 -5.710 5.989
H -3.291 -3.962 5.545
H -2.313 -3.008 4.335
H -2.210 -2.363 7.298
H -3.639 -1.886 6.464
H -2.068 -1.285 5.875
H 1.186 -4.905 6.465
H 0.974 -5.910 4.953
H 0.742 -6.606 6.524

Summary:
- highest occupied orbital energy (eV) = -8.30
- multiplicity = 1
- total charge = 0
- orbital gap (eV) = 8.18